Entry 1:
The following is a quantum chemistry calculation of a structure of composition C4H8NOS at a distorted geometry, from OMol25.

Geometry as ORCA input:
```
! wB97M-V def2-TZVPD RIJCOSX def2/J DEFGRID3
* xyz -1 1
O 2.098 1.852 -0.740
C 1.347 0.841 -0.274
N 1.059 0.561 1.346
C -0.039 -0.424 1.432
C -1.195 0.158 0.662
S -2.150 -1.168 -0.379
C 1.187 -0.266 -1.423
H 1.925 0.315 0.460
H 0.080 -1.547 1.030
H -0.330 -0.544 2.671
H -1.886 0.769 1.225
H -0.796 0.902 -0.001
H 2.071 -0.888 -1.505
H 1.034 0.058 -2.464
H 0.293 -0.978 -1.238
*
```

HOMO ... -2.91 eV
Kohn-Sham gap ... 5.8 eV
LUMO ... 2.89 eV
DFT total energy ... -18645.33712 eV
ΔE to the lowest compared entry with this formula, charge and spin ... 663.1 kJ/mol



Entry 2:
The following is a quantum chemistry calculation of the ion C4H8NOS with charge -1 at a distorted geometry, from OMol25.

Geometry as ORCA input:
```
! wB97M-V def2-TZVPD RIJCOSX def2/J DEFGRID3
* xyz -1 1
C -0.052 1.604 0.823
N -0.915 0.427 0.747
C -0.378 -0.682 -0.065
C -0.467 -0.393 -1.545
O -1.509 -0.184 -2.129
C 1.026 -1.115 0.325
S 1.383 -2.706 -0.508
H -0.690 2.488 0.924
H 0.577 1.766 -0.056
H 0.561 1.545 1.723
H -1.841 0.678 0.437
H -1.009 -1.548 0.111
H 0.482 -0.285 -2.104
H 1.056 -1.180 1.372
H 1.776 -0.414 -0.053
*
```

HOMO ... -2.68 eV
Kohn-Sham gap ... 6.4 eV
LUMO ... 3.69 eV
DFT total energy ... -18650.85289 eV
SMILES ... CN[C@@H](C=O)C[S-]
ΔE to the lowest compared entry with this formula, charge and spin ... 130.9 kJ/mol



Entry 3:
The following is a quantum chemistry calculation of a cluster of 2 separate species, C4H8NS in total at a distorted geometry, from OMol25.

Geometry as ORCA input:
```
! wB97M-V def2-TZVPD RIJCOSX def2/J DEFGRID3
* xyz 1 1
C -0.007 -2.309 0.106
C 0.094 -1.120 -0.227
C 0.532 0.611 -1.923
C 0.473 0.206 -0.546
N -0.953 0.022 1.925
S 1.034 1.216 0.738
H -0.329 -3.192 0.514
H -0.442 1.211 -2.129
H 0.564 -0.203 -2.601
H 1.413 1.320 -2.061
H -1.051 -0.974 2.052
H -0.879 0.458 2.831
H -1.824 0.383 1.404
H 1.374 2.369 -0.083
*
```

HOMO (alpha / beta) ... -13.82 / -13.82 eV
Kohn-Sham gap (alpha / beta) ... 7.4 / 7.4 eV
LUMO (alpha / beta) ... -6.46 / -6.46 eV
DFT total energy ... -16592.45598 eV
ΔE to the lowest compared entry with this formula, charge and spin ... 284.7 kJ/mol



Entry 4:
The following is a quantum chemistry calculation of a cluster of 2 separate species, C4H8NS in total at a distorted geometry, from OMol25.

Geometry as ORCA input:
```
! wB97M-V def2-TZVPD RIJCOSX def2/J DEFGRID3
* xyz 1 1
C 0.159 -2.108 0.372
C -0.489 -1.123 0.090
C -2.638 0.105 0.072
C -1.144 0.017 -0.177
N 2.533 0.881 -0.108
S -0.325 1.312 -0.900
H 0.398 -3.123 0.664
H -3.051 0.954 -0.472
H -2.788 0.169 1.085
H -3.157 -0.758 -0.199
H 1.526 0.991 -0.525
H 3.126 1.562 -0.613
H 3.125 0.044 -0.246
H 2.726 1.079 0.958
*
```

HOMO ... -13.44 eV
Kohn-Sham gap ... 8.3 eV
LUMO ... -5.14 eV
DFT total energy ... -16593.54074 eV
ΔE to the lowest compared entry with this formula, charge and spin ... 180.0 kJ/mol



Entry 5:
The following is a quantum chemistry calculation of the ion C4H8NS with charge +1 at a distorted geometry, from OMol25.

Geometry as ORCA input:
```
! wB97M-V def2-TZVPD RIJCOSX def2/J DEFGRID3
* xyz 1 1
C 1.258 1.111 0.451
N 0.531 -0.025 0.804
C -0.991 -0.048 0.647
C -1.139 0.222 -0.813
C -0.266 -0.924 -0.231
S -0.043 -2.657 -0.529
H 0.710 1.716 -0.270
H 1.437 1.729 1.259
H 2.332 0.769 0.190
H 0.909 -0.593 1.520
H -1.898 0.045 1.351
H -2.024 -0.184 -1.380
H -0.942 1.225 -1.239
H 0.127 -2.386 -1.762
*
```

HOMO ... -14.38 eV
Kohn-Sham gap ... 11.2 eV
LUMO ... -3.16 eV
DFT total energy ... -16592.52417 eV
SMILES ... C[N@H+]1[C@H]2C[C@]21S
ΔE to the lowest compared entry with this formula, charge and spin ... 278.1 kJ/mol



Entry 6:
The following is a quantum chemistry calculation of the ion C4H8NS with charge +1 at a distorted geometry, from OMol25.

Geometry as ORCA input:
```
! wB97M-V def2-TZVPD RIJCOSX def2/J DEFGRID3
* xyz 1 1
C 1.522 -1.215 -0.031
N 0.535 -0.338 -0.032
C 0.674 0.943 -0.796
C -0.699 -0.625 0.616
C -1.548 0.640 0.858
S -2.151 -0.355 -0.523
H 2.357 -1.122 -0.725
H 1.134 -2.221 0.298
H -0.164 1.216 -1.463
H 1.457 0.726 -1.496
H 1.017 1.689 -0.077
H -0.846 -1.509 1.202
H -2.100 0.620 1.800
H -1.188 1.552 0.370
*
```

HOMO ... -13.62 eV
Kohn-Sham gap ... 8.0 eV
LUMO ... -5.60 eV
DFT total energy ... -16594.00727 eV
SMILES ... C=[N+](C)[C@H]1CS1
ΔE to the lowest compared entry with this formula, charge and spin ... 135.0 kJ/mol



Entry 7:
The following is a quantum chemistry calculation of the molecule C4H8O, from OMol25.

Geometry as ORCA input:
```
! wB97M-V def2-TZVPD RIJCOSX def2/J DEFGRID3
* xyz 0 1
C 0.809 0.680 -0.028
C -0.711 0.834 0.099
C -1.162 -0.560 -0.365
O -0.140 -1.479 0.013
C 1.044 -0.770 0.354
H 1.072 0.817 -1.083
H 1.475 1.313 0.562
H -1.120 1.620 -0.546
H -1.041 1.038 1.125
H -2.113 -0.876 0.083
H -1.285 -0.588 -1.458
H 1.238 -0.908 1.427
H 1.933 -1.121 -0.183
*
```

HOMO ... -9.52 eV
Kohn-Sham gap ... 10.6 eV
LUMO ... 1.12 eV
DFT total energy ... -6324.66304 eV
SMILES ... C1CCOC1
ΔE to the lowest compared entry with this formula, charge and spin ... 48.7 kJ/mol



Entry 8:
The following is a quantum chemistry calculation of the molecule C4H8O at a distorted geometry, from OMol25.

Geometry as ORCA input:
```
! wB97M-V def2-TZVPD RIJCOSX def2/J DEFGRID3
* xyz 0 1
C -0.456 1.560 0.188
C 0.358 0.466 -0.442
C 0.818 -0.668 0.417
C -0.391 -1.495 -0.261
O -0.588 -0.571 -1.293
H -1.171 1.157 0.913
H -1.006 2.126 -0.567
H 0.202 2.253 0.723
H 1.071 0.813 -1.192
H 0.701 -0.547 1.495
H 1.796 -1.076 0.161
H -1.222 -1.516 0.456
H -0.112 -2.502 -0.599
*
```

HOMO ... -9.43 eV
Kohn-Sham gap ... 10.6 eV
LUMO ... 1.13 eV
DFT total energy ... -6323.57000 eV
SMILES ... C[C@H]1CCO1
ΔE to the lowest compared entry with this formula, charge and spin ... 154.2 kJ/mol



Entry 9:
The following is a quantum chemistry calculation of a cluster of 2 separate species, C4H8O in total at a distorted geometry, from OMol25.

Geometry as ORCA input:
```
! wB97M-V def2-TZVPD RIJCOSX def2/J DEFGRID3
* xyz 0 1
C -0.347 1.654 -2.074
C 0.653 2.366 -2.572
O 1.410 3.202 -1.655
H -0.585 1.864 -1.022
H -0.841 0.841 -2.632
H 1.124 2.268 -3.570
H 0.915 3.582 -0.913
C -0.938 -2.654 1.938
C 0.027 -2.549 2.913
H -0.696 -2.213 0.996
H -1.776 -3.294 2.088
H 1.006 -2.069 2.626
H 0.047 -2.997 3.877
*
```

HOMO ... -9.40 eV
Kohn-Sham gap ... 10.3 eV
LUMO ... 0.94 eV
DFT total energy ... -6322.68700 eV
SMILES ... C=CO.C=C
ΔE to the lowest compared entry with this formula, charge and spin ... 239.4 kJ/mol



Entry 10:
The following is a quantum chemistry calculation of a cluster of 2 separate species, C4H8O in total, from OMol25.

Geometry as ORCA input:
```
! wB97M-V def2-TZVPD RIJCOSX def2/J DEFGRID3
* xyz 0 1
C 0.269 -1.735 0.530
C 0.796 -0.485 0.959
C 0.243 1.056 -0.349
C -1.059 1.048 -1.030
O -0.899 1.664 0.238
H 0.889 -2.420 -0.034
H -0.724 -2.035 0.837
H 0.226 -0.465 -0.183
H 1.866 -0.304 0.885
H 0.273 0.080 1.728
H 1.021 1.747 -0.684
H -1.246 1.720 -1.867
H -1.656 0.130 -1.031
*
```

HOMO ... -7.13 eV
Kohn-Sham gap ... 8.2 eV
LUMO ... 1.12 eV
DFT total energy ... -6318.73147 eV
ΔE to the lowest compared entry with this formula, charge and spin ... 621.0 kJ/mol



Entry 11:
The following is a quantum chemistry calculation of the molecule C4H8O, from OMol25.

Geometry as ORCA input:
```
! wB97M-V def2-TZVPD RIJCOSX def2/J DEFGRID3
* xyz 0 1
O 2.402 -0.276 -0.093
C 1.234 0.353 0.399
C 0.015 0.077 -0.457
C -1.286 0.761 -0.156
C -1.150 -0.717 0.071
H 2.220 -1.221 -0.168
H 1.463 1.424 0.402
H 1.032 0.061 1.443
H 0.262 -0.049 -1.509
H -1.330 1.410 0.717
H -1.886 1.102 -0.994
H -1.099 -1.058 1.103
H -1.674 -1.392 -0.599
*
```

HOMO ... -10.12 eV
Kohn-Sham gap ... 11.2 eV
LUMO ... 1.08 eV
DFT total energy ... -6324.05013 eV
SMILES ... OCC1CC1
ΔE to the lowest compared entry with this formula, charge and spin ... 107.8 kJ/mol



Entry 12:
The following is a quantum chemistry calculation of the molecule C4H8O, from OMol25.

Geometry as ORCA input:
```
! wB97M-V def2-TZVPD RIJCOSX def2/J DEFGRID3
* xyz 0 1
C 1.837 0.206 0.642
O 0.907 -0.785 0.277
C -0.093 -0.196 -0.468
C -1.437 -0.792 -0.632
C -1.276 0.481 0.171
H 1.388 0.901 1.365
H 2.160 0.787 -0.238
H 2.701 -0.294 1.081
H 0.274 0.254 -1.395
H -1.674 -0.664 -1.677
H -1.785 -1.707 -0.160
H -1.663 1.419 -0.220
H -1.339 0.391 1.254
*
```

HOMO ... -9.57 eV
Kohn-Sham gap ... 10.8 eV
LUMO ... 1.22 eV
DFT total energy ... -6323.50467 eV
SMILES ... COC1CC1
ΔE to the lowest compared entry with this formula, charge and spin ... 160.5 kJ/mol



Entry 13:
The following is a quantum chemistry calculation of a cluster of 3 separate species, C4H8O in total at a distorted geometry, from OMol25.

Geometry as ORCA input:
```
! wB97M-V def2-TZVPD RIJCOSX def2/J DEFGRID3
* xyz 0 1
H 0.987 2.197 4.893
H 1.388 1.723 5.304
C 1.014 -1.096 -0.821
C 1.191 -0.121 -0.151
C 1.632 1.043 0.582
H 0.988 -1.878 -1.543
H 2.654 1.095 0.861
H 1.339 1.987 -0.044
H 1.058 0.991 1.561
C -1.874 0.588 -0.643
O -1.511 0.043 0.344
H -2.980 0.699 -1.028
H -1.209 1.157 -1.202
*
```

HOMO ... -9.47 eV
Kohn-Sham gap ... 10.5 eV
LUMO ... 1.00 eV
DFT total energy ... -6320.83342 eV
SMILES ... [H][H].C#CC.C=O
ΔE to the lowest compared entry with this formula, charge and spin ... 418.2 kJ/mol



Entry 14:
The following is a quantum chemistry calculation of a cluster of 2 separate species, C4H8O in total, from OMol25.

Geometry as ORCA input:
```
! wB97M-V def2-TZVPD RIJCOSX def2/J DEFGRID3
* xyz 0 1
C -1.448 -0.274 -1.308
O -0.298 0.557 -1.187
C 0.226 0.660 0.029
C 1.101 1.213 0.797
C 0.127 0.234 1.447
H -2.093 -0.190 -0.429
H -1.154 -1.319 -1.451
H -1.983 0.079 -2.191
H 1.895 1.918 0.971
H 0.467 -0.761 1.768
H -0.688 0.622 2.067
H 1.663 -1.497 -0.486
H 2.186 -1.241 -0.027
*
```

HOMO ... -8.53 eV
Kohn-Sham gap ... 9.6 eV
LUMO ... 1.10 eV
DFT total energy ... -6321.01165 eV
SMILES ... COC1=CC1.[H][H]
ΔE to the lowest compared entry with this formula, charge and spin ... 401.0 kJ/mol



Entry 15:
The following is a quantum chemistry calculation of the molecule C4H8O at a distorted geometry, from OMol25.

Geometry as ORCA input:
```
! wB97M-V def2-TZVPD RIJCOSX def2/J DEFGRID3
* xyz 0 1
C -0.350 2.419 -0.276
C 0.003 0.908 -0.053
C -0.589 -0.210 -0.552
C -0.040 -1.548 -0.152
O 0.963 -1.566 0.842
H 0.669 3.123 -0.187
H -0.901 2.495 -1.399
H -1.047 2.689 0.698
H 0.940 0.811 0.494
H -1.532 -0.228 -1.085
H 0.345 -2.088 -1.037
H -0.865 -2.203 0.224
H 0.543 -1.482 1.748
*
```

HOMO ... -9.14 eV
Kohn-Sham gap ... 10.1 eV
LUMO ... 0.95 eV
DFT total energy ... -6322.98776 eV
SMILES ... C/C=C/CO
ΔE to the lowest compared entry with this formula, charge and spin ... 210.3 kJ/mol



Entry 16:
The following is a quantum chemistry calculation of a cluster of 2 separate species, C4H8O in total, from OMol25.

Geometry as ORCA input:
```
! wB97M-V def2-TZVPD RIJCOSX def2/J DEFGRID3
* xyz 0 1
C 0.080 -1.085 -0.804
C 1.166 -0.944 -0.046
C 1.971 0.299 -0.149
O 1.624 1.273 -0.783
H -0.624 -1.904 -0.686
H -0.172 -0.303 -1.517
H 1.434 -1.669 0.718
H 2.921 0.306 0.422
C -1.687 0.813 0.568
H -1.393 1.744 0.075
H -2.210 1.002 1.505
H -2.323 0.218 -0.097
H -0.788 0.250 0.796
*
```

HOMO ... -10.07 eV
Kohn-Sham gap ... 10.1 eV
LUMO ... 0.06 eV
DFT total energy ... -6323.74123 eV
SMILES ... C=CC=O.C
ΔE to the lowest compared entry with this formula, charge and spin ... 137.7 kJ/mol



Entry 17:
The following is a quantum chemistry calculation of a cluster of 2 separate species, C4H8O in total at a distorted geometry, from OMol25.

Geometry as ORCA input:
```
! wB97M-V def2-TZVPD RIJCOSX def2/J DEFGRID3
* xyz 0 1
C 2.479 0.270 0.286
C -0.428 -1.405 0.072
C -1.325 1.077 0.064
C -0.358 0.040 -0.500
O 3.345 -0.432 -0.084
H 2.381 1.313 0.117
H 0.139 -2.028 -0.578
H -1.475 -1.715 0.236
H -0.165 -1.324 1.100
H -1.366 0.944 1.278
H -2.303 0.828 -0.341
H -1.081 2.108 -0.210
H 0.158 0.324 -1.440
*
```

HOMO (alpha / beta) ... -8.11 / -7.58 eV
Kohn-Sham gap (alpha / beta) ... 8.6 / 7.9 eV
LUMO (alpha / beta) ... 0.45 / 0.36 eV
DFT total energy ... -6320.67123 eV
ΔE to the lowest compared entry with this formula, charge and spin ... 433.9 kJ/mol